This record from the OMol25 dataset describes C21H44CoN3OP2 as an isolated structure in a non-equilibrium geometry. The level of theory is ωB97M-V/def2-TZVPD.

Results
DFT total energy, hartree: -3131.23359
2S+1: 4
Gap between HOMO and LUMO (alpha / beta), eV: 6.21 / 7.08
Net charge: +1
LUMO level (alpha / beta), eV: -2.207 / -3.948

CARTESIAN COORDINATES (ANGSTROEM)
Co (-0.35343, -0.32744, -0.18906)
P (-2.01736, 1.01631, 0.39975)
P (1.55725, -1.02687, -1.13685)
N (-1.18217, -0.60204, -1.97745)
C (-3.10218, 0.70262, -1.04148)
H (-4.10697, 0.43597, -0.69576)
H (-3.16603, 1.60077, -1.66312)
C (-2.63657, -0.44158, -1.93050)
H (-3.00079, -1.42879, -1.63894)
H (-2.96133, -0.28928, -2.98021)
C (-0.62450, -1.62714, -2.82365)
H (-1.00464, -1.40849, -3.84240)
H (-1.10357, -2.54913, -2.46658)
C (0.88616, -1.62513, -2.75105)
H (1.26660, -1.02109, -3.57744)
H (1.19814, -2.65817, -2.90022)
C (2.28704, -2.53833, -0.39375)
C (2.82485, -2.29142, 1.03299)
H (2.47051, -3.09792, 1.67212)
H (2.47485, -1.34881, 1.45094)
H (3.91505, -2.29904, 1.05196)
C (2.97543, 0.07057, -1.60931)
C (3.86844, 0.37259, -0.40264)
H (4.41277, 1.30568, -0.60199)
H (4.61804, -0.41264, -0.22931)
H (3.29821, 0.50495, 0.52809)
C (-1.96572, 2.88063, 0.48046)
C (-1.42626, 3.38793, 1.80425)
H (-1.38969, 4.48902, 1.76834)
H (-0.40009, 3.04720, 1.99927)
H (-2.05217, 3.12504, 2.67384)
C (-3.04652, 0.36945, 1.80398)
C (-2.29402, 0.29808, 3.12879)
H (-2.98870, -0.05409, 3.91008)
H (-1.89048, 1.26665, 3.45716)
H (-1.46994, -0.42531, 3.09942)
C (-0.35198, -1.46629, 1.15039)
O (-0.48877, -2.38194, 1.90643)
C (3.79157, -0.41513, -2.81355)
H (4.38857, -1.30403, -2.58618)
H (3.17598, -0.62202, -3.69159)
H (4.48737, 0.38527, -3.08338)
C (-3.29479, 3.55921, 0.12659)
H (-3.10377, 4.64031, 0.09755)
H (-3.69097, 3.25336, -0.84848)
H (-4.07104, 3.39877, 0.88684)
C (-4.40040, 1.05756, 1.98541)
H (-4.99233, 0.43745, 2.67531)
H (-4.30976, 2.04889, 2.45233)
H (-4.97100, 1.15527, 1.05257)
C (3.30493, -3.31447, -1.26583)
H (4.29355, -2.87485, -1.20810)
H (3.36826, -4.31999, -0.85029)
H (2.99559, -3.40831, -2.30479)
H (1.36972, -3.18219, -0.30318)
H (-3.23296, -0.66134, 1.46706)
H (2.45973, 1.00621, -1.89294)
H (-1.23622, 3.11080, -0.30681)
H (-0.72886, 0.17212, -2.19484)
H (0.31424, 0.90935, -0.08857)
C (4.71561, 0.10705, 3.59953)
C (3.31691, 0.59143, 3.51860)
N (2.49470, 0.51382, 2.49389)
C (1.31206, 1.11073, 2.92928)
C (1.46265, 1.53566, 4.21720)
N (2.72639, 1.20359, 4.56064)
H (5.41545, 0.96109, 3.65837)
H (4.84845, -0.51864, 4.50481)
H (4.95653, -0.48814, 2.69252)
H (0.45406, 1.17968, 2.25650)
H (0.73645, 2.04764, 4.85924)
H (3.18955, 1.36566, 5.45760)

Cartesian forces, eV/Å:
Co -0.737 0.051 0.035
P -2.042 0.856 1.114
P 1.530 -0.936 -0.605
N -1.982 -3.243 1.613
C -0.325 -0.258 -0.546
H 0.086 0.361 -0.099
H -0.050 -0.128 0.210
C 0.341 -0.678 -1.428
H -0.275 0.161 0.244
H -0.274 -0.007 0.506
C -1.481 -0.416 -0.500
H 0.406 -0.570 0.158
H 0.439 -0.125 -0.328
C 0.057 -0.344 -0.400
H 0.100 -0.112 0.129
H 0.291 0.110 -0.219
C -0.248 -0.755 -0.305
C -0.386 -0.278 -0.242
H 0.122 -0.044 0.159
H 0.104 -0.120 0.047
H -0.030 0.071 -0.055
C -0.415 0.004 -0.167
C 0.067 0.296 0.152
H -0.026 -0.218 0.063
H -0.238 0.091 -0.160
H 0.204 0.011 -0.381
C -0.229 -0.624 -0.292
C 0.357 0.500 0.527
H 0.005 -0.325 0.019
H -0.314 0.054 -0.042
H 0.140 0.074 -0.488
C -0.222 0.347 -0.250
C 0.168 -0.247 0.490
H 0.237 0.145 -0.236
H -0.184 -0.347 -0.139
H -0.174 0.331 0.050
C -0.073 -6.045 5.468
O 0.524 3.944 -3.434
C 0.126 0.203 0.038
H -0.187 0.223 -0.029
H 0.169 0.020 0.070
H -0.010 -0.103 -0.049
C -0.053 0.300 0.119
H -0.127 -0.188 -0.123
H 0.062 0.213 0.297
H 0.309 0.004 -0.282
C -0.321 -0.143 0.333
H 0.025 0.216 -0.196
H 0.060 -0.312 -0.163
H 0.136 0.029 0.266
C -0.615 -0.082 0.608
H 0.111 0.116 -0.048
H 0.147 -0.102 -0.063
H 0.103 0.024 -0.048
H 0.660 0.397 -0.079
H -0.003 0.055 0.051
H 0.178 -0.178 0.056
H -0.012 0.107 0.062
H 2.034 5.128 -1.840
H 1.835 2.281 -0.147
C 0.544 -0.331 -0.224
C -0.088 -0.166 -0.596
N -0.521 0.451 0.696
C 0.409 -0.294 -0.384
C -1.747 0.568 -0.321
N 0.960 0.169 1.513
H -0.220 -0.423 -0.034
H 0.054 0.256 -0.539
H -0.133 0.384 0.684
H 0.443 -0.030 0.475
H 0.669 -0.333 -0.192
H -0.468 -0.044 -0.578

Atom charges from the Löwdin analysis, given in e for atoms 1 to 8: number 1, Co, carries 0.0939; number 2, P, carries 0.9996; number 3, P, carries 1.0061; number 4, N, carries -0.2123; number 5, C, carries -0.2758; number 6, H, carries 0.0924; number 7, H, carries 0.0827; number 8, C, carries -0.2110